The following is a DFT calculation (the ωB97M-V functional and the def2-TZVPD basis) of a single C6H11NOS molecule.

Last column: Löwdin spin population.
Positions of all 20 atoms, in Å:
C -1.2746 1.0277 -0.3211  0.019
C 1.1637 1.4722 0.8049  0.035
C -0.9674 0.2610 -1.5512  0.049
C -0.3467 1.2005 0.9507  0.036
C 0.6923 0.2556 1.5443  0.348
C 1.0336 -0.8283 2.1607  0.384
N 0.8281 -1.7561 -0.6664  0.388
O -0.9811 -2.0917 -2.6211  0.226
S -0.9568 -1.6174 -1.1999  0.345
H -1.4510 2.0893 -0.5574  0.002
H -2.1270 0.5670 -0.0160  0.009
H 1.4632 1.1803 -0.2609  0.020
H 1.6050 2.2715 1.2718  0.006
H -1.8834 0.4514 -2.0790  0.006
H -0.0634 0.4920 -2.0626  0.006
H -0.9048 1.7210 1.7554  0.018
H 0.8249 -2.6129 -0.4663  0.033
H 0.1830 -1.3588 2.6054  0.024
H 2.0256 -1.1031 2.3447  0.031
H 1.1371 -1.6212 -1.6360  0.016

As for the spin multiplicity: 3. Its LUMO energy (alpha / beta) is 0.37 / -3.90 eV. The HOMO energy (alpha / beta) comes out at -0.1283 / -0.3129 Eh. The electronic energy comes out at -20762.8325 eV. For the energy above the lowest of the compared OMol25 structures with the same formula, charge and spin, the calculation gives 5.4706 eV. Its expectation value of S² is 2.011.